[1]
This record from the OMol25 dataset describes C14H21ClN2O4S in the gas phase in a non-equilibrium geometry. The level of theory is wB97M-V/def2-TZVPD.

Summary:
Strongest force on any atom   1.0 eV/Å
Relative energy (zero: lowest compared OMol25 entry of this formula, charge and spin)   106.1 kJ/mol
Gap between HOMO and LUMO   8.488 eV
Net charge   0

XYZ file:
```
43
Properties=species:S:1:pos:R:3:forces:R:3
C -2.19944 3.21028 -1.26407 -0.037 0.175 -0.154
O -1.77350 2.10729 -0.49060 0.027 0.027 0.158
C -1.33408 2.32982 0.77215 0.089 0.157 0.066
C -1.08282 3.58245 1.32611 -0.116 -0.163 -0.283
C -0.59335 3.71622 2.61957 0.056 -0.240 0.183
C -0.33010 5.06524 3.20546 -0.001 0.009 -0.020
C -0.35025 2.56090 3.36231 -0.163 -0.036 -0.372
Cl 0.26618 2.68605 4.96822 0.102 -0.016 0.279
C -0.60420 1.30690 2.83190 0.063 0.076 0.082
C -1.09522 1.19956 1.55044 -0.236 -0.636 -0.422
S -1.48986 -0.42605 0.89522 -0.112 0.068 -0.350
O -2.88072 -0.48263 0.57023 0.022 0.247 -0.159
O -0.95182 -1.39339 1.80369 0.313 0.166 0.132
N -0.65578 -0.56049 -0.52885 -0.742 -0.090 0.688
C 0.78100 -0.41049 -0.46429 0.612 -0.049 -0.159
C 1.48608 -1.30323 -1.49353 -0.035 0.123 0.240
N 1.83061 -2.59882 -0.93961 0.120 0.051 0.016
C 2.64508 -3.41144 -1.82973 -0.141 -0.182 -0.207
C 1.82780 -4.06351 -2.95389 0.283 0.155 0.065
O 0.76426 -4.83093 -2.43535 0.024 -0.093 0.040
C -0.07550 -4.05010 -1.60332 -0.005 0.153 0.295
C 0.71335 -3.40381 -0.46039 -0.213 -0.209 -0.165
H -2.60417 2.78538 -2.18074 0.021 0.076 0.046
H -1.36356 3.87338 -1.50865 -0.047 -0.031 0.029
H -2.98221 3.77609 -0.75289 0.030 -0.027 0.009
H -1.26563 4.47883 0.75460 -0.016 0.068 -0.082
H 0.71293 5.14512 3.50763 0.045 0.072 0.040
H -0.55548 5.85320 2.49290 -0.013 0.059 -0.042
H -0.93764 5.20886 4.09759 -0.005 0.070 0.066
H -0.43458 0.40235 3.39360 0.063 -0.043 0.146
H -1.11117 -0.04078 -1.26199 -0.174 0.128 -0.037
H 1.07555 0.63587 -0.61833 -0.040 -0.074 0.058
H 1.08245 -0.71440 0.53941 0.223 0.055 -0.070
H 0.84706 -1.35624 -2.39039 0.063 0.068 -0.040
H 2.42971 -0.82904 -1.78098 -0.101 0.008 -0.056
H 3.44378 -2.79939 -2.25389 0.047 -0.017 0.001
H 3.09396 -4.20202 -1.22093 0.060 -0.013 -0.083
H 2.44673 -4.75442 -3.52957 0.009 0.111 -0.026
H 1.43523 -3.28973 -3.63334 0.024 -0.075 0.007
H -0.82852 -4.73426 -1.21134 -0.040 0.101 0.003
H -0.57797 -3.27459 -2.20123 -0.010 -0.068 0.015
H 0.05181 -2.79886 0.15602 0.055 -0.157 0.036
H 1.14399 -4.19517 0.16082 -0.106 -0.006 0.027
```
Forces are in eV/Å.

[2]
This record from the OMol25 dataset describes a molecular structure, C36H85BGaN8O11 in a non-equilibrium geometry. The level of theory is wB97M-V/def2-TZVPD.

Summary:
Strongest force on any atom   4.6 eV/Å
Gap between HOMO and LUMO   5.307 eV
Net charge   -1

XYZ file:
```
142
Properties=species:S:1:pos:R:3:forces:R:3
C 8.54408 0.23239 -1.49058 -0.325 0.196 0.102
C 8.86840 1.41688 -2.41717 0.269 -0.218 -0.008
O 8.81514 2.66439 -1.77828 -0.006 0.065 -0.154
C 7.56257 3.36721 -1.95362 -0.101 0.164 -0.178
C 6.40305 2.91484 -1.10818 0.189 -0.322 -0.015
Ga 4.88865 4.30348 -0.98629 0.027 -0.326 0.094
C 3.39079 3.40894 0.10310 0.005 -0.006 -0.091
C 1.97081 3.87581 -0.23666 -0.028 -0.058 0.461
C 0.83011 2.97360 0.26813 0.079 -0.277 0.079
C 0.35261 1.92324 -0.73849 0.691 0.666 1.531
C 1.46600 1.11502 -1.39947 -0.076 0.002 -0.142
C 0.91366 0.09918 -2.39823 0.817 -1.886 0.101
O 1.83122 -0.19143 -3.44385 0.211 -0.173 -0.019
C 1.73296 0.71025 -4.51882 -0.125 -0.006 0.045
B 4.16789 5.07073 -2.85082 0.021 -0.045 0.083
C 3.54105 4.29585 -4.08792 -0.158 0.264 -0.098
O 4.20292 6.43756 -3.06095 0.396 0.020 -0.196
H 9.39253 -0.44265 -1.37384 -0.038 -0.054 -0.019
H 7.67071 -0.32658 -1.83215 0.098 -0.102 -0.069
H 8.27415 0.63124 -0.51325 0.116 -0.021 0.027
H 8.21898 1.40411 -3.30220 -0.077 0.063 0.076
H 9.89209 1.30366 -2.79062 0.010 0.019 0.004
H 7.29763 3.28789 -3.01931 -0.013 0.102 0.013
H 7.81375 4.41464 -1.76653 0.038 -0.046 0.124
H 6.77287 2.72593 -0.09213 -0.108 0.111 0.027
H 6.03782 1.94857 -1.48611 -0.073 0.031 0.024
H 5.47317 5.51794 -0.11229 0.148 -0.015 0.053
H 3.46435 2.31649 0.04569 0.025 0.030 -0.098
H 3.59356 3.66314 1.15042 -0.051 -0.094 0.010
H 1.83743 4.84902 0.24795 0.008 0.133 -0.288
H 1.84928 4.02888 -1.31728 -0.043 0.080 -0.014
H 1.13750 2.46562 1.18777 0.134 0.146 0.061
H -0.04001 3.58685 0.53201 -0.060 0.000 0.042
H -0.27912 1.20142 -0.20191 -0.256 -0.016 -0.016
H -0.29331 2.37681 -1.50172 2.953 0.179 3.466
H 2.00589 0.55982 -0.62950 0.195 0.151 -0.111
H 2.15831 1.76850 -1.93691 0.101 0.064 0.158
H -0.04551 0.43885 -2.81941 1.578 -3.175 -0.351
H 0.73961 -0.85450 -1.89390 -0.013 0.014 0.091
H 1.64437 1.74445 -4.17530 0.111 0.063 -0.036
H 2.63236 0.61352 -5.12396 -0.027 0.039 -0.017
H 0.85176 0.48022 -5.13467 0.011 0.009 -0.054
H 2.84665 4.93327 -4.65112 -0.056 -0.041 0.002
H 4.37128 4.07274 -4.77139 -0.011 -0.148 0.057
H 3.04792 3.35990 -3.82514 0.089 -0.061 -0.023
H 4.76626 6.84204 -2.38736 -0.396 0.102 0.259
C 2.79765 -4.36857 -0.09885 -0.081 0.346 0.002
C 2.79786 -2.87743 -0.33107 0.126 -0.145 -0.074
O 2.14421 -2.11399 0.37158 -0.213 0.011 0.025
N 3.51637 -2.40547 -1.37947 -0.020 0.169 0.141
C 4.31549 -3.15290 -2.32239 -0.004 0.084 -0.042
H 2.15587 -4.58341 0.75103 0.155 -0.130 -0.020
H 2.38435 -4.86215 -0.97624 0.100 -0.197 0.078
H 3.79657 -4.75544 0.10623 0.006 0.008 -0.071
H 3.45621 -1.40486 -1.50398 -0.019 -0.001 -0.057
H 5.35469 -2.81714 -2.30455 0.006 -0.033 0.038
H 3.93654 -3.01915 -3.33784 -0.028 -0.037 0.007
H 4.28784 -4.21030 -2.07940 -0.001 -0.017 -0.018
C -0.97353 -5.47891 3.71192 0.054 -0.127 -0.220
C -0.14857 -5.15584 2.48631 0.076 0.439 0.084
O 0.56426 -5.98827 1.93705 -0.050 -0.327 0.059
N -0.19304 -3.88687 2.02226 -0.128 -0.161 -0.086
C -0.97231 -2.76166 2.50722 0.196 -0.044 -0.056
H -0.81172 -6.52582 3.95610 0.009 -0.016 -0.012
H -0.68779 -4.87007 4.56586 -0.060 0.044 -0.016
H -2.03444 -5.31081 3.51493 -0.007 0.056 0.058
H 0.43895 -3.71174 1.25242 0.015 0.239 0.073
H -1.59719 -2.35959 1.71166 -0.035 0.002 0.034
H -0.31495 -1.96425 2.85322 -0.034 0.024 0.013
H -1.61474 -3.05775 3.32913 -0.024 -0.012 0.018
C -5.56895 -1.10050 3.21866 0.066 0.028 0.050
C -4.30441 -0.88180 2.41981 0.044 0.116 -0.293
O -3.21014 -0.72137 2.93762 -0.057 -0.030 0.375
N -4.41294 -0.85848 1.06978 0.006 -0.127 -0.077
C -5.58280 -0.98219 0.22561 0.081 -0.068 -0.006
H -5.30269 -1.08723 4.27143 0.010 0.004 0.007
H -6.29967 -0.31723 3.01244 -0.021 -0.026 -0.043
H -6.02152 -2.06262 2.97389 -0.021 0.011 -0.030
H -3.52811 -0.72252 0.60533 0.007 0.038 -0.022
H -5.46700 -1.82845 -0.45426 -0.025 0.002 -0.017
H -5.68277 -0.08345 -0.37642 -0.183 -0.059 -0.067
H -6.48454 -1.11053 0.81279 0.051 0.028 0.111
C -3.54184 2.03522 -1.11686 -0.067 -0.041 -0.025
C -3.35114 0.95024 -2.15470 0.143 0.009 0.108
O -4.18218 0.06704 -2.32504 -0.005 0.028 -0.056
N -2.20911 0.98218 -2.88316 -0.006 -0.016 -0.079
C -1.11523 1.93228 -2.80247 -2.537 1.139 -2.438
H -4.49169 1.86715 -0.61797 -0.016 -0.011 -0.003
H -2.74457 2.01262 -0.37301 0.046 0.031 -0.013
H -3.55358 3.02238 -1.57990 0.043 0.010 0.010
H -2.13630 0.23166 -3.55182 -0.040 -0.069 -0.049
H -0.97436 2.44401 -3.75572 -0.118 0.122 -0.288
H -0.18209 1.43064 -2.54326 -2.095 2.643 -0.826
H -1.32209 2.67683 -2.04126 -1.482 0.203 -1.149
C 5.59797 9.67555 1.07907 0.018 -0.064 -0.023
C 4.67299 9.07500 0.04064 -0.137 0.152 0.072
O 4.88410 7.99130 -0.45554 0.129 0.203 -0.192
N 3.57001 9.80477 -0.31567 0.027 -0.028 -0.026
C 3.15556 11.09761 0.17185 -0.053 -0.045 -0.054
H 6.40373 8.96649 1.24086 -0.004 -0.017 -0.004
H 6.01445 10.62411 0.73640 -0.015 0.016 0.015
H 5.07606 9.84509 2.02186 -0.003 0.024 0.000
H 2.99969 9.34293 -1.00721 -0.006 -0.016 0.001
H 2.17186 11.04730 0.64531 0.018 0.000 0.043
H 3.10028 11.82885 -0.63868 0.040 0.019 0.012
H 3.86602 11.46191 0.90775 -0.009 0.022 0.008
C -0.87970 -6.21913 -1.03566 -0.040 0.000 -0.132
C 0.11564 -6.74538 -2.04353 -0.258 0.273 0.334
O 1.28506 -6.42566 -1.95333 0.291 -0.311 -0.474
N -0.33198 -7.54070 -3.05558 0.086 -0.027 0.035
C -1.68438 -7.98593 -3.29991 0.060 -0.029 -0.042
H -0.31101 -5.64266 -0.31299 -0.056 -0.028 0.048
H -1.60973 -5.57858 -1.53483 -0.069 -0.018 0.059
H -1.40300 -7.01581 -0.50589 -0.020 -0.018 -0.049
H 0.39318 -7.83472 -3.69004 0.009 0.006 -0.008
H -1.75161 -9.07595 -3.27803 -0.017 0.000 0.044
H -2.04198 -7.64491 -4.27391 -0.022 0.037 0.019
H -2.34601 -7.58881 -2.53668 -0.016 0.001 0.002
C -10.27450 1.43362 1.65068 0.050 -0.007 0.028
C -9.20652 0.83158 0.76471 -0.035 0.021 -0.038
O -8.05559 0.69741 1.14181 -0.074 0.055 0.122
N -9.57410 0.44099 -0.48475 -0.020 -0.030 -0.023
C -10.88036 0.52108 -1.10178 0.088 -0.025 -0.037
H -9.81299 1.68730 2.59960 0.019 -0.002 0.000
H -10.69226 2.33669 1.20457 -0.027 -0.010 -0.008
H -11.08583 0.72623 1.82580 -0.023 0.014 -0.017
H -8.81579 0.05335 -1.02485 0.018 0.018 -0.006
H -11.24043 -0.46956 -1.38510 -0.027 -0.006 0.032
H -10.85097 1.14047 -1.99989 -0.017 0.035 0.017
H -11.59329 0.95770 -0.40991 -0.022 0.002 -0.008
C -2.99006 -5.49642 8.70238 0.042 0.036 -0.023
C -2.72065 -5.61103 7.21757 -0.063 -0.060 0.023
O -1.86548 -4.94741 6.66430 0.009 0.061 0.131
N -3.47796 -6.49648 6.51015 -0.014 -0.008 -0.011
C -4.52998 -7.36283 6.99260 0.035 0.008 -0.090
H -2.30616 -4.75598 9.10454 0.009 0.009 -0.012
H -4.01513 -5.17660 8.89304 -0.010 -0.024 0.011
H -2.82361 -6.44852 9.20760 -0.029 -0.008 0.006
H -3.24674 -6.52689 5.52930 0.016 0.002 -0.007
H -4.28788 -8.41223 6.81293 0.012 -0.009 0.041
H -5.47750 -7.14462 6.49580 -0.017 0.023 0.034
H -4.66648 -7.22370 8.06024 -0.018 -0.014 0.009
```
Forces are in eV/Å.

[3]
This record from the OMol25 dataset describes 2 unconnected molecules or ions with the total composition C3H4BrNO in a non-equilibrium geometry. The level of theory is wB97M-V/def2-TZVPD.

Summary:
Strongest force on any atom   7.6 eV/Å
Spin multiplicity   3
Relative energy (zero: lowest compared OMol25 entry of this formula, charge and spin)   37.9 kJ/mol
Gap between HOMO and LUMO (spin up / spin down)   5.985 / 8.835 eV
Expectation value of S²   2.020
Net charge   0

XYZ file:
```
10
Properties=species:S:1:pos:R:3:forces:R:3
C 0.04524 -0.35755 0.34052 -5.538 3.228 4.156
C 1.00383 -0.77461 -0.55555 1.860 -3.469 -2.392
C 1.42070 1.21748 0.11405 -0.032 1.625 0.916
N 0.30191 0.92617 0.72661 -2.274 -2.651 0.500
O 1.84542 0.22607 -0.66731 4.446 0.310 -2.949
Br -3.68600 -0.55692 -0.20426 -1.246 -0.129 -1.971
H -0.97924 -0.80533 0.56966 2.056 0.527 -0.317
H 1.10710 -1.52122 -1.31644 -0.529 -0.267 -0.042
H -2.99254 -0.49436 0.94776 1.059 0.175 1.988
H 1.93359 2.14028 0.04495 0.199 0.651 0.111
```
Forces are in eV/Å.

[4]
This record from the OMol25 dataset describes 2 unconnected molecules or ions with the total composition C4H12NO2 in a non-equilibrium geometry. The level of theory is wB97M-V/def2-TZVPD.

Summary:
Strongest force on any atom   4.6 eV/Å
Relative energy (zero: lowest compared OMol25 entry of this formula, charge and spin)   280.3 kJ/mol
Gap between HOMO and LUMO   9.332 eV
Net charge   +1

XYZ file:
```
19
Properties=species:S:1:pos:R:3:forces:R:3
C -2.21022 0.81117 -0.72909 3.862 0.056 -1.325
C 1.70465 -0.80206 1.17754 -0.351 1.107 0.243
C 1.64268 1.03931 -0.58690 -1.003 -0.213 2.012
C -1.62626 -0.28800 0.07429 0.030 -0.450 -0.112
N 1.01545 -0.22708 -0.03421 2.593 -2.440 -2.932
O -1.59622 -1.52802 -0.32553 0.454 -0.283 -0.143
O -1.44943 -0.08885 1.33846 0.505 -1.019 -0.400
H -1.49098 1.37397 -1.43744 -0.490 -1.473 0.974
H -2.93135 0.39409 -1.33087 -2.021 -0.637 -1.284
H -2.48159 1.59911 -0.13546 -1.306 1.623 1.800
H 1.22619 -1.76946 1.42181 0.166 0.463 0.005
H 2.79546 -0.99680 1.04974 -0.757 0.286 -0.014
H 1.55983 -0.05705 2.02049 0.257 -0.987 -0.792
H 1.51084 1.13813 -1.62579 -0.070 -0.461 -1.449
H 0.92337 1.71766 -0.18113 0.286 1.515 0.393
H 2.67973 1.31619 -0.34156 -0.392 -0.524 0.282
H 1.26520 -0.94240 -0.82904 -0.822 1.323 1.991
H -1.58377 -1.83443 -1.27854 -0.219 1.280 1.176
H -0.95358 -0.85547 1.75321 -0.722 0.835 -0.425
```
Forces are in eV/Å.

[5]
This record from the OMol25 dataset describes 2 unconnected molecules or ions with the total composition C4H9NO in a non-equilibrium geometry. The level of theory is wB97M-V/def2-TZVPD.

Summary:
Strongest force on any atom   1.1 eV/Å
Relative energy (zero: lowest compared OMol25 entry of this formula, charge and spin)   177.5 kJ/mol
Gap between HOMO and LUMO   10.828 eV
Net charge   0

XYZ file:
```
15
Properties=species:S:1:pos:R:3:forces:R:3
C -0.72821 1.45326 1.56593 -0.071 0.059 -0.065
C -0.17325 0.15932 1.95495 0.358 -0.824 0.437
N 0.25101 -0.85876 2.30312 -0.427 0.965 -0.356
H 0.06536 2.11638 1.21630 -0.066 -0.132 0.047
H -1.44134 1.31211 0.75114 0.086 0.026 0.112
H -1.24228 1.91220 2.41455 0.098 -0.093 -0.096
C -0.67886 -0.27992 -1.47794 -0.232 -0.015 -0.122
O 0.54831 0.09762 -0.91421 0.057 0.051 0.008
C 1.42669 -0.99518 -0.76302 0.184 -0.156 0.004
H -0.54465 -0.74852 -2.46581 -0.015 0.084 0.144
H -1.26606 0.63567 -1.59675 0.007 -0.192 -0.042
H -1.22719 -0.98693 -0.83325 0.113 0.108 -0.069
H 1.65941 -1.45349 -1.73742 -0.045 0.096 0.135
H 2.34462 -0.60173 -0.32109 -0.107 -0.132 -0.046
H 1.00646 -1.76202 -0.09650 0.061 0.153 -0.092
```
Forces are in eV/Å.